{
  "formula": "C23H79I2O18P",
  "method": "wB97M-V/def2-TZVPD",
  "multiplicity": 1,
  "e_homo_ha": -0.3162,
  "lumo_energy_ev": -0.11,
  "energy_ha": -3214.2610,
  "elements": ["C", "C", "I", "C", "I", "P", "C", "C", "C", "O", "H", "H", "H", "H", "H", "H", "H", "H", "H", "H", "H", "C", "O", "H", "H", "H", "H", "C", "O", "H", "H", "H", "H", "C", "O", "H", "H", "H", "H", "C", "O", "H", "H", "H", "H", "C", "O", "H", "H", "H", "H", "C", "O", "H", "H", "H", "H", "C", "O", "H", "H", "H", "H", "C", "O", "H", "H", "H", "H", "C", "O", "H", "H", "H", "H", "C", "O", "H", "H", "H", "H", "C", "O", "H", "H", "H", "H", "C", "O", "H", "H", "H", "H", "C", "O", "H", "H", "H", "H", "C", "O", "H", "H", "H", "H", "C", "O", "H", "H", "H", "H", "C", "O", "H", "H", "H", "H", "C", "O", "H", "H", "H", "H"],
  "coordinates": [[6.657, 0.329, 1.027], [5.162, 0.439, 0.803], [4.100, -1.275, 1.512], [4.519, 1.451, 0.236], [5.613, 3.188, -0.382], [2.593, 1.520, -0.122], [0.745, 1.628, -0.540], [-0.062, 0.607, 0.293], [0.092, -0.845, -0.140], [0.675, -0.231, 1.142], [7.108, 1.308, 1.155], [7.080, -0.149, 0.139], [6.903, -0.300, 1.880], [2.377, 2.017, 1.182], [2.873, 2.487, -1.132], [2.632, 0.161, -0.499], [0.382, 2.602, -0.227], [0.532, 1.400, -1.583], [-1.052, 0.899, 0.622], [1.055, -1.235, -0.457], [-0.573, -1.588, 0.284], [0.262, 5.685, -0.466], [-0.255, 4.580, -1.213], [0.183, 5.453, 0.594], [1.308, 5.857, -0.717], [-0.319, 6.586, -0.676], [-0.178, 4.798, -2.144], [0.032, -2.059, -3.508], [-0.691, -0.831, -3.488], [1.096, -1.831, -3.530], [-0.193, -2.644, -2.612], [-0.231, -2.637, -4.397], [-1.628, -1.055, -3.468], [-4.333, -2.253, -5.509], [-3.641, -1.917, -4.301], [-3.927, -3.189, -5.884], [-5.398, -2.376, -5.315], [-4.179, -1.471, -6.258], [-4.011, -1.093, -3.977], [5.820, -3.613, 4.555], [5.093, -2.421, 4.843], [5.978, -4.142, 5.491], [5.252, -4.254, 3.874], [6.790, -3.373, 4.112], [4.957, -1.957, 4.009], [-7.991, -1.170, -4.447], [-7.541, -2.500, -4.665], [-7.184, -0.494, -4.723], [-8.866, -0.951, -5.065], [-8.243, -1.010, -3.395], [-8.262, -3.089, -4.425], [4.232, 6.744, -0.109], [3.005, 7.465, 0.020], [4.184, 5.873, 0.538], [4.374, 6.414, -1.141], [5.074, 7.370, 0.197], [3.053, 8.235, -0.552], [-1.071, -0.671, 4.140], [-2.465, -0.384, 3.992], [-0.978, -1.673, 4.549], [-0.565, -0.630, 3.174], [-0.606, 0.044, 4.828], [-2.539, 0.502, 3.624], [-1.482, 2.844, 6.333], [-2.656, 2.530, 5.580], [-1.459, 3.921, 6.481], [-1.503, 2.351, 7.304], [-0.583, 2.539, 5.793], [-2.666, 1.576, 5.460], [-0.504, 8.889, 1.252], [0.425, 8.062, 1.945], [-1.365, 9.056, 1.894], [-0.045, 9.852, 1.012], [-0.837, 8.400, 0.332], [1.185, 7.929, 1.369], [-1.988, -4.568, -7.650], [-3.173, -4.826, -8.406], [-1.900, -3.493, -7.514], [-2.058, -5.047, -6.668], [-1.110, -4.935, -8.175], [-3.244, -5.776, -8.520], [2.327, -5.179, -7.726], [1.120, -4.418, -7.658], [2.235, -6.019, -7.042], [2.484, -5.557, -8.739], [3.182, -4.569, -7.428], [1.215, -3.679, -8.264], [1.704, -3.098, 4.416], [1.308, -3.627, 3.149], [1.544, -3.859, 5.176], [2.757, -2.828, 4.403], [1.105, -2.218, 4.657], [1.454, -2.934, 2.498], [-0.660, -6.591, -4.160], [0.341, -5.649, -4.530], [-0.607, -6.725, -3.082], [-1.657, -6.225, -4.422], [-0.489, -7.555, -4.646], [0.290, -5.531, -5.484], [6.822, -3.351, 8.622], [7.357, -4.651, 8.380], [7.556, -2.620, 8.295], [5.898, -3.208, 8.056], [6.625, -3.211, 9.688], [6.706, -5.293, 8.670], [-2.801, 7.036, 3.294], [-3.545, 8.254, 3.351], [-1.746, 7.290, 3.250], [-2.983, 6.430, 4.186], [-3.070, 6.466, 2.400], [-4.476, 8.026, 3.391], [1.914, 1.676, 8.676], [0.747, 1.334, 7.931], [1.914, 2.755, 8.811], [1.906, 1.196, 9.657], [2.820, 1.387, 8.137], [0.750, 0.381, 7.812], [-10.617, -2.670, -7.297], [-9.743, -3.483, -6.520], [-11.486, -2.441, -6.687], [-10.127, -1.735, -7.584], [-10.944, -3.198, -8.196], [-8.973, -3.683, -7.057]]
}


{
  "formula": "C23H83BrO19P",
  "method": "wB97M-V/def2-TZVPD",
  "multiplicity": 1,
  "total_charge": 1,
  "e_homo_ha": -0.4215,
  "lumo_energy_ev": -3.09,
  "energy_ha": -5270.4006,
  "elements": ["C", "C", "C", "C", "C", "P", "Br", "C", "O", "O", "H", "H", "H", "H", "H", "H", "H", "H", "H", "H", "H", "H", "H", "H", "H", "C", "O", "H", "H", "H", "H", "C", "O", "H", "H", "H", "H", "C", "O", "H", "H", "H", "H", "C", "O", "H", "H", "H", "H", "C", "O", "H", "H", "H", "H", "C", "O", "H", "H", "H", "H", "C", "O", "H", "H", "H", "H", "C", "O", "H", "H", "H", "H", "C", "O", "H", "H", "H", "H", "C", "O", "H", "H", "H", "H", "C", "O", "H", "H", "H", "H", "C", "O", "H", "H", "H", "H", "C", "O", "H", "H", "H", "H", "C", "O", "H", "H", "H", "H", "C", "O", "H", "H", "H", "H", "C", "O", "H", "H", "H", "H", "C", "O", "H", "H", "H", "H"],
  "coordinates": [[0.833, -0.593, 3.911], [-0.692, -0.629, 4.037], [-1.484, -0.729, 2.708], [-0.695, -0.429, 1.430], [-1.415, -0.949, 0.174], [-1.404, -2.745, 0.094], [-3.336, -3.552, 0.574], [-0.185, -3.576, 1.191], [1.018, -3.802, 0.504], [1.947, -2.794, 0.938], [1.201, 0.420, 3.741], [1.232, -1.283, 3.166], [1.247, -0.908, 4.866], [-1.025, 0.222, 4.630], [-0.940, -1.514, 4.631], [-1.968, -1.715, 2.656], [-2.314, -0.016, 2.730], [-0.605, 0.646, 1.275], [0.300, -0.872, 1.433], [-0.881, -0.623, -0.726], [-2.451, -0.610, 0.115], [-1.134, -3.168, -1.215], [-0.612, -4.529, 1.509], [-0.010, -2.967, 2.081], [2.259, -2.420, 0.096], [1.928, 2.361, 0.776], [1.190, 1.710, -0.269], [2.274, 1.591, 1.462], [2.790, 2.883, 0.359], [1.299, 3.072, 1.316], [0.894, 2.390, -0.883], [-2.618, -3.705, -3.757], [-1.407, -2.954, -3.554], [-3.447, -3.063, -3.471], [-2.728, -3.986, -4.802], [-2.626, -4.612, -3.145], [-0.673, -3.510, -3.834], [-1.232, -4.839, -7.221], [-2.331, -5.431, -6.529], [-1.136, -3.820, -6.855], [-0.297, -5.378, -7.048], [-1.421, -4.802, -8.297], [-2.431, -6.334, -6.844], [3.468, 6.105, 0.369], [2.715, 5.495, -0.680], [3.790, 5.308, 1.037], [4.345, 6.625, -0.019], [2.860, 6.819, 0.926], [2.416, 6.191, -1.272], [0.144, -0.250, 7.698], [0.806, 0.660, 6.820], [0.309, -1.253, 7.309], [0.558, -0.187, 8.707], [-0.932, -0.060, 7.746], [0.659, 1.548, 7.159], [3.664, -1.158, 9.434], [2.915, -1.820, 8.409], [4.036, -1.924, 10.109], [4.512, -0.619, 9.011], [3.031, -0.463, 9.990], [2.588, -1.121, 7.828], [-2.979, -0.936, -6.538], [-2.460, -1.835, -7.517], [-2.297, -0.088, -6.495], [-3.974, -0.581, -6.819], [-3.032, -1.399, -5.552], [-3.058, -2.587, -7.573], [1.613, -4.323, 6.001], [2.024, -2.967, 5.923], [1.136, -4.574, 5.054], [2.460, -4.997, 6.149], [0.892, -4.483, 6.808], [2.449, -2.744, 6.762], [-5.196, -0.740, -2.761], [-5.282, -1.516, -3.939], [-4.151, -0.449, -2.642], [-5.800, 0.170, -2.823], [-5.507, -1.305, -1.874], [-6.207, -1.776, -4.068], [5.320, 0.433, 2.492], [3.981, 0.402, 2.979], [5.413, 1.300, 1.842], [6.042, 0.523, 3.308], [5.540, -0.463, 1.909], [3.897, -0.368, 3.549], [4.015, 0.583, -1.942], [3.680, 0.109, -0.643], [5.099, 0.657, -1.984], [3.682, -0.102, -2.727], [3.585, 1.571, -2.128], [2.718, 0.080, -0.585], [4.865, 9.763, 1.152], [4.121, 9.173, 0.095], [5.183, 8.956, 1.809], [5.753, 10.281, 0.781], [4.262, 10.466, 1.732], [3.836, 9.867, -0.507], [5.810, 8.658, -3.231], [4.475, 8.569, -2.752], [5.859, 9.531, -3.878], [6.522, 8.789, -2.411], [6.094, 7.777, -3.812], [4.423, 7.813, -2.160], [-1.842, 2.593, -8.460], [-3.076, 2.196, -9.041], [-1.689, 3.646, -8.682], [-1.857, 2.468, -7.373], [-1.008, 2.024, -8.879], [-3.195, 1.261, -8.852], [6.661, -3.205, 8.106], [6.899, -2.830, 9.456], [5.597, -3.060, 7.925], [7.226, -2.580, 7.409], [6.905, -4.256, 7.927], [7.833, -2.950, 9.648], [-8.459, -1.073, -5.424], [-8.054, -2.217, -4.676], [-7.624, -0.762, -6.049], [-9.310, -1.319, -6.058], [-8.729, -0.241, -4.768], [-8.816, -2.487, -4.152], [-11.952, -3.136, -3.844], [-11.283, -2.118, -4.587], [-11.752, -4.078, -4.348], [-11.581, -3.200, -2.817], [-13.031, -2.974, -3.822], [-11.464, -1.276, -4.158]]
}


{
  "formula": "C23H98BrN2O31",
  "method": "wB97M-V/def2-TZVPD",
  "multiplicity": 1,
  "total_charge": 1,
  "e_homo_ha": -0.3677,
  "lumo_energy_ev": -2.46,
  "energy_ha": -5950.2790,
  "elements": ["C", "C", "C", "N", "C", "Br", "C", "C", "O", "C", "C", "O", "C", "C", "C", "C", "C", "C", "C", "C", "C", "C", "C", "C", "C", "C", "C", "N", "H", "H", "H", "H", "H", "H", "H", "H", "H", "H", "H", "H", "H", "H", "H", "H", "H", "H", "H", "H", "H", "H", "H", "H", "H", "H", "H", "H", "H", "H", "H", "H", "H", "H", "H", "H", "H", "H", "H", "H", "O", "H", "H", "O", "H", "H", "O", "H", "H", "O", "H", "H", "O", "H", "H", "O", "H", "H", "O", "H", "H", "O", "H", "H", "O", "H", "H", "O", "H", "H", "O", "H", "H", "O", "H", "H", "O", "H", "H", "O", "H", "H", "O", "H", "H", "O", "H", "H", "O", "H", "H", "O", "H", "H", "O", "H", "H", "O", "H", "H", "O", "H", "H", "O", "H", "H", "O", "H", "H", "O", "H", "H", "O", "H", "H", "O", "H", "H", "O", "H", "H", "O", "H", "H", "O", "H", "H"],
  "coordinates": [[-0.752, -5.231, 2.225], [0.079, -4.840, 0.831], [0.133, -3.196, 0.791], [1.170, -2.662, -0.174], [2.539, -3.297, -0.010], [3.348, -2.925, 1.780], [3.450, -2.841, -1.296], [4.674, -1.806, -0.948], [4.122, -0.531, -0.462], [5.322, 0.258, -0.072], [5.179, 1.700, -0.904], [4.448, 2.610, -0.010], [2.992, 2.557, -0.222], [2.293, 3.258, -1.569], [0.641, 3.256, -1.811], [-0.418, 2.557, -0.722], [-2.019, 2.670, -1.055], [-2.941, 2.674, 0.341], [-2.233, 4.208, -1.680], [-2.572, 1.648, -2.204], [-2.164, 0.077, -2.027], [-3.185, -0.775, -3.043], [-0.643, -0.315, -2.513], [-2.399, -0.556, -0.535], [0.267, 1.827, 0.576], [1.921, 1.823, 0.826], [2.377, -4.957, -0.134], [1.434, -5.506, 0.913], [-0.804, -4.322, 2.964], [-0.182, -6.106, 2.780], [-1.870, -5.529, 1.953], [-0.572, -5.245, -0.056], [0.383, -2.804, 1.870], [-0.919, -2.763, 0.435], [0.831, -2.846, -1.157], [1.252, -1.633, -0.014], [2.739, -2.299, -2.087], [3.918, -3.786, -1.833], [5.435, -2.286, -0.189], [5.267, -1.549, -1.949], [6.336, -0.291, -0.273], [5.172, 0.516, 1.084], [6.304, 2.074, -1.042], [4.707, 1.557, -1.965], [3.021, 3.769, -2.334], [0.288, 3.785, -2.808], [-2.506, 1.819, 1.027], [-2.758, 3.688, 0.898], [-4.089, 2.459, 0.115], [-1.851, 4.212, -2.786], [-1.542, 4.945, -1.050], [-3.359, 4.546, -1.566], [-2.091, 2.008, -3.236], [-3.748, 1.773, -2.366], [-3.288, -0.126, -4.040], [-2.794, -1.860, -3.243], [-4.263, -0.762, -2.550], [-0.408, 0.221, -3.527], [0.160, -0.130, -1.668], [-0.644, -1.484, -2.712], [-1.513, -0.409, 0.216], [-3.391, -0.060, -0.093], [-2.679, -1.706, -0.674], [-0.410, 1.301, 1.391], [2.407, 1.304, 1.757], [1.950, -5.190, -1.224], [3.445, -5.487, -0.082], [1.814, -5.432, 1.882], [8.237, 2.334, 0.092], [8.606, 3.224, -0.016], [7.715, 2.395, 0.906], [0.186, 1.419, 3.640], [0.721, 0.774, 4.128], [0.777, 1.729, 2.938], [0.698, -8.390, 2.804], [1.250, -8.350, 3.599], [1.249, -7.987, 2.116], [-4.486, 6.542, -0.973], [-3.933, 6.581, -0.178], [-3.935, 6.944, -1.661], [3.498, -7.712, 1.690], [3.017, -7.011, 1.225], [4.393, -7.666, 1.321], [-1.776, -1.056, 4.486], [-1.407, -0.167, 4.378], [-2.298, -0.995, 5.300], [-2.684, 8.008, 0.551], [-1.889, 8.338, 0.995], [-3.031, 8.784, 0.085], [2.259, -6.704, -3.222], [1.363, -7.007, -3.014], [2.458, -7.126, -4.071], [0.993, -3.151, 4.631], [1.593, -3.110, 3.870], [1.570, -3.391, 5.371], [0.503, -7.530, 5.475], [0.174, -8.219, 6.072], [-0.076, -6.773, 5.650], [-0.640, -2.490, -4.717], [-1.236, -2.503, -5.481], [0.234, -2.331, -5.106], [0.484, 4.554, -4.623], [0.003, 5.255, -5.088], [1.379, 4.601, -4.991], [-3.993, 1.475, 3.804], [-3.138, 1.576, 3.358], [-4.205, 0.536, 3.694], [-2.222, -4.082, -6.416], [-2.642, -4.124, -7.288], [-2.034, -5.008, -6.202], [-5.463, 4.585, -2.860], [-5.049, 3.902, -2.312], [-5.707, 5.276, -2.226], [-1.869, 10.303, -0.128], [-2.350, 11.004, -0.593], [-0.974, 10.349, -0.496], [-4.166, -5.649, -7.563], [-5.066, -5.360, -7.776], [-4.144, -6.574, -7.852], [-0.782, -7.143, -4.318], [-1.110, -7.832, -3.720], [-1.361, -6.387, -4.142], [-1.720, 12.723, -1.183], [-0.924, 13.053, -0.739], [-2.067, 13.499, -1.649], [-0.893, 6.778, 3.029], [-1.793, 7.067, 2.817], [-0.870, 5.853, 2.741], [1.138, -8.286, 8.100], [2.004, -7.987, 7.784], [1.210, -8.233, 9.065], [-3.826, 9.905, 2.887], [-4.723, 9.601, 3.095], [-3.627, 9.483, 2.038], [6.382, 3.553, 2.364], [6.053, 2.864, 2.962], [5.802, 4.310, 2.540], [-6.255, 1.554, 0.020], [-6.065, 1.583, 0.970], [-6.828, 2.321, -0.128], [-3.105, -7.307, 3.294], [-2.356, -7.828, 2.966], [-3.841, -7.568, 2.720], [-6.705, 0.417, 3.687], [-6.294, 1.290, 3.783], [-7.340, 0.376, 4.417], [8.017, -0.034, 1.917], [7.246, 0.429, 2.278], [8.091, 0.305, 1.013], [-0.792, 7.180, -5.143], [-0.381, 8.052, -5.047], [-1.427, 7.138, -4.413], [6.513, -3.087, 2.408], [6.882, -2.198, 2.299], [5.991, -3.026, 3.222]]
}


Number 1: orbital gap 0.3121 hartree. Number 2: orbital gap 0.3079 hartree. Number 3: orbital gap 0.2772 hartree.